Density functional theory data (ωB97M-V/def2-TZVPD) for an isolated ion of composition C9H8F2NO3 and charge -1 at a distorted geometry.

Structure (XYZ):
```
23
Properties=species:S:1:pos:R:3:forces:R:3
C -0.861431 2.190077 0.391869 0.1702 -0.9998 -1.0257
C -1.994808 2.160262 1.122709 -1.7539 0.2763 0.6520
C -0.093197 1.031560 0.262016 -0.1347 0.7176 -0.7660
C -0.602301 -0.138414 0.841661 2.0836 0.2670 -2.0171
C -2.500109 1.011618 1.738843 0.6139 1.5924 -0.5653
C -1.714018 -0.076623 1.577355 -1.2039 -1.1885 1.5538
C 0.084053 -1.728851 -0.856968 -0.2866 4.3011 0.4830
C 1.468062 -1.252497 -1.252276 0.5434 1.0830 -0.5179
C 2.592790 -1.446886 -0.261892 -0.1997 -1.4541 -0.1807
N 1.046074 1.002668 -0.417981 2.0718 -2.3995 -0.6775
O 1.061722 1.620397 -1.713411 -0.9824 -0.1758 -0.0067
O -0.120369 -1.373347 0.513455 0.1602 -1.4135 0.9418
O 1.708482 -0.991387 -2.433934 -0.3070 -0.2603 0.1601
F -3.690978 0.900121 2.379873 0.1696 0.4124 0.2299
F -2.067844 -1.200349 2.191237 -0.8953 -1.3235 0.5173
H -0.698885 2.920299 -0.382624 0.3353 0.7743 0.4497
H -2.471310 3.098587 1.136308 -1.3187 0.8168 0.3194
H -0.666597 -1.168279 -1.475408 0.5943 -0.5375 0.1948
H -0.063565 -2.748864 -0.972385 -0.1301 -2.0661 0.0079
H 2.501740 -2.531862 -0.007370 0.4520 0.6271 0.3189
H 2.639752 -0.820754 0.605331 -0.8363 0.1363 0.5545
H 3.544984 -1.266030 -0.722900 0.3584 -0.1270 -0.7546
H 0.897752 0.808553 -2.263508 0.4959 0.9411 0.1285
```
Forces are in eV/Å.

Summary:
M ... 216.2 g mol⁻¹
HOMO level ... -2.94 eV
Total charge ... -1
HOMO-LUMO gap ... 6.579 eV

Computed Löwdin charges, given in elementary charges: -0.047 -0.053 -0.300 -0.179 -0.222 -0.214 -0.097 -0.469 -0.030 -0.055 -0.132 -0.048 -0.024 0.046 0.100 0.106 0.089 0.152 0.102 0.090 0.062 0.067 0.055